1.
DFT (ωB97M-V/def2-TZVPD) results for a single C6H12ClN molecule in a non-equilibrium geometry.

Atoms and positions in Å:
C: 3.1318 -0.0205 -0.3647
C: 1.9199 -0.7490 0.0979
C: 0.6713 -0.6746 -0.8187
C: -0.0062 0.2672 0.2459
C: -0.1502 1.7161 -0.3101
C: -1.3115 -0.2262 0.8584
Cl: -2.6494 -0.3069 -0.3171
N: 1.1276 0.0434 1.1215
H: 2.9611 1.0048 -0.8065
H: 3.9709 0.0109 0.3732
H: 3.5530 -0.6760 -1.1698
H: 2.1272 -1.7904 0.4725
H: 0.8720 -0.2254 -1.7706
H: 0.0982 -1.5862 -0.8440
H: 0.7611 2.1049 -0.7679
H: -0.9011 1.6876 -1.1042
H: -0.4741 2.3970 0.5020
H: -1.1775 -1.1945 1.2878
H: -1.7235 0.4530 1.6575
H: 1.5492 0.8493 1.4578

Output
SMILES string   C[C@@H]1C[C@@](C)(CCl)N1
Energy relative to the best compared isomer or geometry (same formula, charge and spin)   26.2 kcal/mol
Energy   -20428.437 eV
Multiplicity   1

***

2.
DFT (ωB97M-V/def2-TZVPD) results for 4 unconnected molecules or ions with the total composition C26H44BF9N3O11.

Atoms and positions in Å:
O: 1.1973 -0.5903 -0.0555
C: 1.0681 -1.7060 0.3211
F: 0.7551 -2.7232 -0.4844
N: 1.2534 -2.1559 1.6230
C: 1.6279 -1.1199 2.5558
O: 2.5807 -1.2372 3.2586
C: 0.7959 0.1469 2.6598
C: -0.5232 0.1598 3.1281
C: -1.2609 -1.0978 3.5161
C: -2.7771 -0.9478 3.4607
O: -3.0911 -0.4846 2.1649
C: -4.4002 -0.7278 1.6995
C: -5.0370 0.5832 1.2470
F: -4.2198 1.2149 0.3780
F: -6.1899 0.2767 0.6100
C: -5.3806 1.5528 2.4115
F: -4.2433 1.8528 3.1008
F: -6.1791 0.8666 3.2497
C: -6.0641 2.9122 2.0562
F: -6.8374 2.7676 0.9664
F: -6.8563 3.2349 3.0946
C: -5.1184 4.1204 1.8102
F: -4.7920 4.6910 2.9868
F: -3.9743 3.7270 1.2052
C: -1.1111 1.4068 3.2347
C: -0.3793 2.5420 2.8826
N: 0.8637 2.4820 2.4596
N: 1.4172 1.2954 2.3555
C: 2.8095 1.3554 1.8589
B: 3.0457 2.8087 1.1622
O: 2.4884 3.0058 -0.0758
O: 3.7909 3.7687 1.7743
H: 0.5355 -2.7932 1.9471
H: -0.9791 -1.4103 4.5269
H: -1.0049 -1.9179 2.8445
H: -3.1310 -0.2476 4.2272
H: -3.2359 -1.9189 3.6708
H: -4.3665 -1.3674 0.8134
H: -5.0456 -1.1796 2.4547
H: -5.6340 4.8427 1.1734
H: -2.1289 1.5240 3.5764
H: -0.8161 3.5304 2.9463
H: 2.9307 0.5800 1.1064
H: 3.4833 1.1924 2.6997
H: 2.9782 2.6804 -0.8377
H: 3.5118 4.0193 2.6602
C: 6.7110 -3.5732 1.8978
O: 5.5177 -4.1184 1.3585
C: 4.5261 -3.1568 1.0668
C: 4.5036 -2.7860 -0.4028
O: 5.6859 -2.1287 -0.8061
C: 6.6162 -2.9733 -1.4727
H: 7.4738 -4.3468 1.8440
H: 7.0477 -2.7021 1.3318
H: 6.5670 -3.2905 2.9460
H: 4.6711 -2.2576 1.6769
H: 3.5621 -3.5971 1.3375
H: 3.6761 -2.0862 -0.5832
H: 4.3236 -3.6777 -1.0119
H: 6.2880 -3.1689 -2.4983
H: 6.7455 -3.9214 -0.9474
H: 7.5696 -2.4517 -1.5086
C: -9.8800 1.5078 0.7461
O: -11.0419 1.0627 0.0765
C: -11.8246 2.1183 -0.4587
C: -11.5667 2.3269 -1.9346
O: -10.2359 2.7486 -2.1890
C: -9.3808 1.7054 -2.6158
H: -9.2274 0.6456 0.8828
H: -9.3480 2.2656 0.1669
H: -10.1325 1.9199 1.7302
H: -11.6359 3.0480 0.0878
H: -12.8756 1.8514 -0.3173
H: -12.2350 3.1116 -2.3005
H: -11.7893 1.4091 -2.4878
H: -9.5791 1.4418 -3.6602
H: -9.4907 0.8130 -1.9949
H: -8.3574 2.0701 -2.5360
C: 10.5279 -0.7558 -6.3944
O: 9.1666 -1.0328 -6.6736
C: 8.7419 -2.3108 -6.2375
C: 7.9879 -2.2430 -4.9273
O: 8.8067 -1.8001 -3.8567
C: 8.6404 -0.4279 -3.5493
H: 10.6769 0.3135 -6.5333
H: 10.7922 -1.0225 -5.3686
H: 11.1829 -1.2960 -7.0856
H: 9.5954 -2.9898 -6.1438
H: 8.0730 -2.7138 -7.0039
H: 7.6338 -3.2477 -4.6752
H: 7.1132 -1.5924 -5.0332
H: 7.7068 -0.2644 -2.9971
H: 8.6364 0.1893 -4.4500
H: 9.4775 -0.1306 -2.9195

Output
Energy   -79793.453 eV
Multiplicity   1
Total charge   +1

***

3.
DFT (ωB97M-V/def2-TZVPD) results for a single C24H21N5O3S molecule in a non-equilibrium geometry.

Atoms and positions in Å:
C: -4.4783 -4.2363 -1.7863
O: -4.3991 -3.7725 -0.4591
C: -3.4744 -2.8289 -0.1504
C: -2.5416 -2.3042 -1.0409
C: -1.6426 -1.3428 -0.6156
C: -1.6595 -0.9012 0.6985
N: -0.7621 0.0998 1.1201
C: -1.1110 1.3637 1.5065
S: -2.7626 1.9005 1.5381
C: -2.5053 3.7076 1.5971
C: -1.9548 4.1771 0.2550
O: -2.6763 4.4739 -0.6730
N: -0.6083 4.2379 0.2261
C: 0.1111 4.3658 -1.0280
C: 0.6975 3.0502 -1.4280
C: 0.1068 1.8824 -1.8177
C: 1.1594 0.9533 -2.0039
C: 2.3052 1.6240 -1.7105
O: 2.0346 2.8885 -1.3577
N: -0.0451 2.0649 1.7937
N: 1.0234 1.2811 1.5969
C: 0.6160 0.1045 1.1940
C: 1.4823 -0.9955 0.8928
C: 1.1658 -2.3134 0.6732
N: 2.2999 -3.0224 0.4130
C: 3.3813 -2.1848 0.4617
C: 4.7321 -2.4409 0.2641
C: 5.6022 -1.3785 0.3839
C: 5.1454 -0.0945 0.6956
C: 3.8072 0.1660 0.8923
C: 2.9087 -0.8908 0.7698
C: -2.5917 -1.4175 1.5929
C: -3.4872 -2.3741 1.1709
H: -4.6991 -3.4221 -2.4832
H: -3.5555 -4.7395 -2.0928
H: -5.2983 -4.9523 -1.7983
H: -2.5101 -2.6265 -2.0694
H: -0.9239 -0.9301 -1.3061
H: -3.4986 4.1222 1.7610
H: -1.8406 3.9277 2.4296
H: -0.1006 3.7798 0.9839
H: -0.6090 4.7158 -1.7732
H: 0.9160 5.0962 -0.9132
H: -0.9433 1.7193 -1.9580
H: 1.0829 -0.0677 -2.3194
H: 3.3316 1.3168 -1.7092
H: 0.2104 -2.8015 0.6976
H: 2.3361 -4.0116 0.2335
H: 5.0844 -3.4344 0.0282
H: 6.6600 -1.5401 0.2377
H: 5.8648 0.7060 0.7851
H: 3.4422 1.1486 1.1424
H: -2.6099 -1.0628 2.6118
H: -4.2185 -2.7863 1.8471

Output
SMILES string   COc1ccc(-n2c(SCC(=O)NCc3ccco3)nnc2-c2c[nH]c3ccccc23)cc1
Energy relative to the best compared isomer or geometry (same formula, charge and spin)   21.0 kcal/mol
Energy   -49657.156 eV
Multiplicity   1

***

4.
DFT (ωB97M-V/def2-TZVPD) results for 2 unconnected molecules or ions with the total composition C23H39N4O3 in a non-equilibrium geometry.

Atoms and positions in Å:
O: 2.7817 -3.2317 1.2719
O: 2.3314 0.6488 -0.1058
O: 0.8308 0.5098 6.2926
C: 2.9658 -2.5594 0.2700
C: 2.5113 0.1719 -1.2247
C: 0.2712 -3.4640 -2.8862
C: -0.2306 -2.2254 -2.6622
C: -3.9480 -1.7071 -3.6514
C: -4.1823 -3.0085 -4.1308
C: -2.6811 -1.3475 -3.1520
C: -3.1482 -3.9598 -4.1099
C: -1.6213 -2.2796 -3.1125
C: -1.8930 -3.5902 -3.6050
N: -0.7063 -4.2699 -3.4394
N: 3.1890 0.8783 -2.1353
N: 1.9258 -2.1393 -0.4495
C: 4.3814 -2.2093 -0.1501
C: 3.4919 0.4967 -3.5162
C: -3.9402 1.4085 -0.8995
C: -2.5402 2.0180 -0.8132
C: -2.0050 1.9467 0.6214
C: -0.6670 2.6918 0.7391
C: -0.2804 2.9619 2.1992
C: 0.4925 -1.0339 -2.1001
C: 1.4317 2.7922 4.6558
C: -0.8791 2.2503 5.0945
C: 0.7685 0.4786 4.8679
C: 0.1001 1.6624 2.9212
C: 1.9323 -1.2132 -1.5911
N: 0.3504 1.8129 4.3820
H: 1.0968 -0.3567 6.6529
H: 1.2850 -3.7784 -2.6693
H: -4.7476 -0.9791 -3.6719
H: -5.1577 -3.2761 -4.5154
H: -2.5111 -0.3438 -2.8000
H: -3.3176 -4.9617 -4.4750
H: -0.5594 -5.2392 -3.6853
H: 3.5204 1.7774 -1.8180
H: 1.0271 -2.4619 -0.1266
H: 4.5160 -2.3966 -1.2131
H: 4.5813 -1.1652 0.0809
H: 5.0745 -2.8356 0.4109
H: 2.5701 0.3344 -4.0781
H: 4.0957 -0.4124 -3.5391
H: 4.0565 1.2936 -4.0043
H: -3.9220 0.3578 -0.5932
H: -4.6354 1.9503 -0.2505
H: -4.3128 1.4640 -1.9267
H: -2.5907 3.0620 -1.1405
H: -1.8597 1.4882 -1.4870
H: -1.8810 0.9005 0.9199
H: -2.7365 2.4069 1.2941
H: -0.7488 3.6579 0.2293
H: 0.1222 2.1224 0.2366
H: 0.5731 3.6472 2.2109
H: -1.1144 3.4599 2.7020
H: -0.1122 -0.6353 -1.2833
H: 0.5044 -0.2750 -2.8833
H: 1.6802 2.8022 5.7238
H: 2.3392 2.5386 4.0963
H: 1.1258 3.8042 4.3683
H: -0.7082 2.2797 6.1774
H: -1.1856 3.2524 4.7760
H: -1.7083 1.5605 4.9021
H: 1.7469 0.2069 4.4479
H: 0.0492 -0.2862 4.5451
H: 0.9922 1.2530 2.4280
H: -0.7100 0.9395 2.7694
H: 2.5293 -1.6466 -2.3916

Output
Energy   -36581.841 eV
Multiplicity   1
Total charge   +1

***

5.
DFT (ωB97M-V/def2-TZVPD) results for a single C3H8N2O2 molecule in a non-equilibrium geometry.

Atoms and positions in Å:
C: 0.5065 0.8609 1.1937
C: 0.2504 0.0175 -0.0812
N: 0.2064 1.0067 -1.1747
N: 1.1156 -1.1866 -0.3349
C: -1.4669 -0.4376 0.1850
O: -2.2802 0.2203 0.7201
O: -1.6799 -1.5659 -0.4284
H: 0.4435 0.2493 2.1232
H: 1.3835 1.5370 1.0739
H: -0.3946 1.4707 1.3046
H: -0.5280 1.7563 -0.9088
H: 0.0370 0.7495 -2.1155
H: 1.9805 -1.1340 0.2213
H: 1.3332 -1.4188 -1.2797
H: -0.9072 -2.1253 -0.4985

Output
SMILES string   CC(N)(N)C(=O)O
Energy relative to the best compared isomer or geometry (same formula, charge and spin)   38.3 kcal/mol
Energy   -10315.292 eV
Multiplicity   1

***

Q: multiplicity of number 5 (C3H8N2O2)?
A: 1

***

Q: What is the multiplicity in the first record?
A: 1